C17H27N4O2SSn | ωB97M-V/def2-TZVPD

Results
* orbital gap: 8.45 eV
* charge: +1

Last column: Mulliken charge in e.
Geometry (Å):
Sn (-0.76896, 1.32563, 1.24077)  0.9094
C (2.96084, -4.41500, -0.13674)  -1.2918
C (1.69778, -3.57696, -0.30877)  -0.4136
N (1.93482, -2.13518, -0.12139)  0.1251
C (2.90231, -1.51441, -1.02413)  -0.8475
C (2.30011, -1.19855, -2.38904)  -0.9579
C (1.23602, -1.45064, 0.78163)  0.8353
S (1.50805, 0.30213, 0.87400)  -0.4686
N (0.44368, -2.08313, 1.61802)  -0.3522
C (-0.67499, -1.67343, 2.16725)  0.3993
O (-1.40037, -0.72687, 1.69471)  -0.8300
C (-1.15672, -2.38977, 3.36248)  0.5365
C (-2.42650, -2.10986, 3.86663)  -0.4168
C (-2.87051, -2.73890, 5.01563)  -0.6483
C (-2.04755, -3.64217, 5.67481)  -0.3826
C (-0.78689, -3.93327, 5.16913)  -0.6183
C (-0.34228, -3.31591, 4.01435)  -0.2711
H (2.67969, -5.46208, -0.03425)  0.4043
H (3.50040, -4.11664, 0.76289)  0.3459
H (3.63140, -4.33915, -0.99185)  0.3679
H (0.95737, -3.87713, 0.42179)  0.3714
H (1.27062, -3.72963, -1.30213)  0.2752
H (3.73959, -2.19999, -1.13572)  0.3364
H (3.27992, -0.60701, -0.56405)  0.4685
H (1.95202, -2.10146, -2.89087)  0.3638
H (3.05554, -0.73386, -3.02216)  0.3616
H (1.45757, -0.51320, -2.28643)  0.1238
H (-3.05523, -1.40285, 3.34331)  0.4006
H (-3.85936, -2.52535, 5.39922)  0.4015
H (-2.38768, -4.11679, 6.58566)  0.3980
H (-0.15100, -4.64523, 5.67827)  0.4008
H (0.63429, -3.53353, 3.60412)  0.4313
C (0.62194, 4.78465, -3.02496)  -1.1717
N (0.24170, 3.73947, -2.07667)  0.1027
C (1.33012, 3.02433, -1.41592)  -0.4932
C (-1.01172, 3.41419, -1.67867)  0.7647
O (-1.13076, 2.57268, -0.73576)  -0.6414
N (-2.13879, 3.91792, -2.22579)  0.0982
C (-3.43439, 3.44624, -1.74133)  -1.1254
C (-2.31753, 4.95158, -3.23859)  -0.9401
H (1.70348, 4.85626, -3.03976)  0.3473
H (0.24130, 5.76131, -2.72648)  0.4264
H (0.30058, 4.55093, -4.04000)  0.3785
H (2.26823, 3.27452, -1.89827)  0.3231
H (1.18649, 1.94707, -1.47949)  -0.0109
H (1.40587, 3.28615, -0.35626)  0.2211
H (-3.31047, 2.63696, -1.03568)  0.2892
H (-4.02413, 3.08896, -2.58655)  0.3360
H (-3.97457, 4.26211, -1.25733)  0.3462
H (-1.39343, 5.32189, -3.65039)  0.3166
H (-2.86030, 5.79261, -2.80255)  0.3445
H (-2.91761, 4.55038, -4.05665)  0.3301